1.
Computed, not measured: a cluster of 2 separate species, C3H7NO in total, with ωB97M-V with the def2-TZVPD basis set.

```
12
Properties=species:S:1:pos:R:3:forces:R:3:mulliken_charge:R:1
C 1.117991 -0.306645 0.320912 1.1 1.9 1.1 -0.53
C 1.175468 0.064853 -1.063937 -0.3 -1.2 -1.4 -0.45
C 0.114197 0.813127 -0.291108 -1.6 -2.9 -0.6 0.02
N -1.974040 -0.847666 1.177858 1.7 -0.6 1.4 -0.54
O -1.128783 0.479601 -0.501884 0.6 0.3 0.2 -0.54
H 0.601573 -1.156886 0.691339 -0.2 -0.7 -0.1 0.33
H 1.775522 0.217875 1.034140 -0.3 -0.5 -0.3 0.21
H 1.824675 0.663900 -1.650758 1.3 0.6 0.5 0.28
H 0.838878 -0.719882 -1.723490 -0.7 0.0 -0.1 0.21
H 0.373604 1.692958 0.164976 0.4 2.5 0.7 0.47
H -2.552025 -0.995771 0.409007 -1.5 -0.5 -1.7 0.27
H -2.167060 0.094535 1.432945 -0.4 1.1 0.5 0.26
```
Forces are in eV/Å.

**Max |F|**: 3.37 eV/A
**Multiplicity**: 1

---

2.
Computed, not measured: a structure of composition H22O11, with ωB97M-V with the def2-TZVPD basis set.

```
33
Properties=species:S:1:pos:R:3:forces:R:3:mulliken_charge:R:1
O -0.083712 -2.005303 1.882497 -6.8 -2.5 5.5 -0.76
H 0.532096 -1.669457 1.231170 0.2 -1.6 0.4 0.69
H 0.467094 -2.271453 2.618715 -0.1 -0.1 0.0 0.24
O 1.564527 -1.508293 0.826074 12.3 -8.4 -1.0 -0.81
H 2.257018 -1.459581 1.485099 0.2 -0.7 0.3 0.32
H 1.293507 -0.599648 0.695112 4.8 -0.7 0.5 0.14
O 0.732303 0.137158 0.429664 0.2 12.2 -0.2 -1.22
H 0.720584 0.734826 -0.317929 -0.4 -2.3 1.5 0.32
H 0.061798 -0.514935 0.226136 -0.1 -0.9 -1.0 -0.59
O 1.305348 -0.662278 -1.582487 1.3 -1.6 -2.5 -0.60
H 2.070735 -0.087595 -1.570141 0.3 -0.2 -0.3 0.33
H 0.691721 -0.231969 -2.177920 0.2 -0.1 -0.5 0.32
O -1.190747 2.477267 -0.358535 -3.2 2.3 0.0 -0.70
H -1.747822 1.858481 0.113689 -0.5 0.9 -1.0 0.26
H -0.612406 1.925767 -0.885418 -2.5 0.2 1.5 0.30
O -1.042287 -0.761901 0.111897 -3.3 -12.3 -1.2 -0.58
H -1.220117 -0.377267 0.970189 -0.4 -1.5 2.6 0.86
H -1.513314 -1.595148 0.120072 0.3 -1.4 0.6 0.36
O -1.914418 0.243148 -1.338274 -3.9 4.5 -7.7 -0.81
H -1.618412 -0.179713 -2.144374 -0.5 0.1 -0.6 0.21
H -1.587695 -0.320986 -0.637389 -1.5 1.2 -1.6 0.94
O 0.595674 1.493241 -1.212107 3.4 3.6 -6.4 -0.57
H 1.355643 1.874090 -0.772089 0.4 0.9 -0.5 0.50
H 0.344882 2.145860 -1.865877 0.2 0.4 -1.0 0.53
O -0.145465 -2.459791 -0.881443 -0.3 -2.7 -1.6 -0.46
H -0.457617 -1.557127 -0.944531 1.1 -1.1 -1.3 0.35
H -0.490757 -2.888405 -1.664575 0.2 -0.5 -0.3 0.31
O -0.978991 0.378978 1.613584 -4.2 7.6 11.0 -0.78
H -0.186380 0.831046 1.324397 -1.0 -1.4 -1.2 0.24
H -1.694062 0.853016 1.189092 -0.6 1.3 1.2 0.48
O 0.511254 2.275146 1.088591 1.4 2.7 2.3 -0.51
H 0.578302 1.511918 1.662353 2.4 1.8 1.3 0.40
H 1.401717 2.410911 0.764756 0.5 0.3 0.9 0.30
```
Forces are in eV/Å.

**Max |F|**: 14.97 eV/A
**Multiplicity**: 1

---

3.
Computed, not measured: a structure of composition C6H3MgO5, with ωB97M-V with the def2-TZVPD basis set.

```
15
Properties=species:S:1:pos:R:3:forces:R:3:mulliken_charge:R:1
C -0.007510 1.218392 1.234489 -1.1 0.2 -0.9 0.18
C 0.911198 0.220970 0.776071 0.6 -0.5 1.1 0.24
O 3.310707 0.004753 0.939556 -1.9 2.5 -1.4 -0.13
C 2.359418 0.619800 0.622179 1.6 -3.8 1.8 0.04
O -1.207587 1.158762 0.788490 0.8 0.6 1.8 -0.54
H 0.333547 2.026801 1.893821 -0.1 -0.1 -0.3 0.50
Mg -2.738141 2.440877 0.925920 -0.3 0.3 -0.1 0.99
O -1.419831 -0.838063 -1.555418 -1.2 -0.5 2.8 -0.23
C -0.262541 -0.984320 -2.249699 0.8 0.5 -3.9 0.54
C -1.138109 -0.795470 -0.213617 0.3 -2.0 -2.3 0.09
O -0.180366 -1.044082 -3.435389 -0.2 -0.1 2.1 -0.35
O 0.762907 -0.904367 -1.386603 1.0 -0.2 1.5 -0.29
C 0.263253 -0.807471 -0.085948 0.2 1.1 -1.8 0.00
H -1.848506 -1.306146 0.432783 -0.3 1.0 0.2 0.46
H 0.861563 -1.010436 1.313366 -0.1 1.0 -0.7 0.48
```
Forces are in eV/Å.

**Total charge**: +2
**Max |F|**: 4.49 eV/A
**Multiplicity**: 2

---

4.
Computed, not measured: the molecule C4H5FOS2, with ωB97M-V with the def2-TZVPD basis set.

```
13
Properties=species:S:1:pos:R:3:forces:R:3:mulliken_charge:R:1
O -1.689257 -0.375008 0.431119 -5.0 0.6 0.1 -0.43
C -0.843808 -1.326882 0.064340 -0.6 0.2 -3.2 0.16
S -1.020992 -2.239592 -1.388303 0.1 0.6 3.4 -0.21
C 0.474960 -0.808503 0.639943 0.2 -1.9 1.9 -0.52
C 0.865508 0.202394 -0.422587 -0.6 1.7 -0.4 0.53
F 0.437540 0.012987 -1.777497 1.6 0.2 2.4 -0.28
C 0.403012 1.527637 0.052271 -0.1 5.3 -0.7 -0.59
S -0.139154 2.785559 -0.977247 0.7 -2.7 2.2 -0.14
H -2.748649 -0.332811 0.099861 4.5 -0.9 0.6 0.38
H 0.338619 -0.132125 1.713417 0.4 -2.5 -3.1 0.27
H 1.187251 -1.712833 0.746036 -0.9 1.8 -0.1 0.32
H 1.908347 0.475891 -0.293115 0.9 -0.9 -1.0 0.27
H 0.826622 1.923287 1.111763 -1.2 -1.4 -2.3 0.23
```
Forces are in eV/Å.

**Max |F|**: 5.32 eV/A
**Multiplicity**: 1
**Structure (SMILES)**: OC(=S)C[C@@H](F)C=S

---

Energy relative to the best compared isomer or geometry (same formula, charge and spin) per entry: 136.07, 584.96, 80.30, 74.62 kcal/mol
E per entry: -248.3097, -839.9479, -805.8008, -1126.7496 hartree